Molecular formula: C27H79O13V
Method: DFT, wB97M-V/def2-TZVPD

The geometry in ORCA input format:
```
! RIJCOSX wB97M-V def2-TZVPD def2/J DEFGRID3
* xyz 0 5
V -7.454 -8.168 -4.357
O -16.197 -7.475 2.636
O -3.465 -7.286 -2.029
O -8.898 -8.722 -2.785
O -9.885 -4.371 -3.386
O -11.971 -7.607 4.296
O -15.499 -11.614 -0.287
O -7.581 -10.424 -4.964
O -6.683 -12.226 2.190
O -5.615 -8.696 -3.019
O -9.480 -11.545 -3.006
O -9.157 -7.819 -5.814
O -7.620 -6.022 -3.818
O -14.942 -5.472 -4.300
C -12.090 -3.409 -3.831
C -15.102 -8.234 2.165
C -8.806 -13.746 -2.268
C -10.436 -7.610 -1.140
C -9.170 -8.399 -1.416
C -9.178 -12.281 -1.891
C -14.097 -7.117 -2.756
C -15.227 -6.721 -3.707
C -11.254 -4.431 -3.119
C -8.708 -11.013 1.693
C -4.791 -6.239 -0.391
C -6.143 -4.446 -4.853
C -7.927 -10.886 -6.232
C -11.420 -7.602 -6.570
C -13.405 -10.786 0.575
C -8.233 -12.353 -6.095
C -10.439 -7.393 -5.441
C -14.154 -7.418 1.296
C -14.455 -10.706 -0.551
C -7.160 -11.007 1.622
C -10.997 -7.678 3.259
C -8.038 -7.584 -0.740
C -10.759 -6.291 2.794
C -6.503 -5.193 -3.642
C -4.791 -10.881 -3.522
C -3.760 -7.292 -0.667
C -5.272 -9.954 -2.444
H -4.366 -5.261 -0.617
H -4.553 -9.902 -1.627
H -9.604 -3.485 -3.147
H -7.104 -10.775 -6.937
H -8.148 -10.885 -4.342
H -9.174 -10.073 1.397
H -7.850 -6.596 -1.158
H -10.106 -7.972 3.813
H -13.125 -3.367 -3.490
H -5.087 -4.180 -4.816
H -5.725 -12.167 2.170
H -6.681 -10.196 2.171
H -9.413 -10.612 -2.791
H -6.696 -3.508 -4.799
H -8.428 -14.321 -1.423
H -4.915 -11.937 -3.281
H -9.273 -9.322 -0.846
H -4.859 -8.119 -2.892
H -13.877 -6.368 -1.996
H -12.620 -10.073 0.326
H -16.938 -8.050 2.839
H -16.191 -6.781 -3.201
H -8.357 -11.792 -1.368
H -10.414 -6.688 -1.721
H -2.728 -6.683 -2.147
H -11.076 -6.929 -7.355
H -14.585 -8.645 3.033
H -7.061 -8.067 -0.741
H -2.838 -7.111 -0.114
H -8.372 -7.387 0.279
H -5.707 -5.901 -3.409
H -11.107 -8.452 2.500
H -11.591 -2.441 -3.786
H -12.906 -11.755 0.568
H -12.095 -3.661 -4.892
H -11.452 -8.672 -6.777
H -13.148 -7.282 -3.265
H -13.258 -7.995 1.069
H -6.181 -10.373 -2.013
H -14.275 -8.078 -2.273
H -15.313 -7.484 -4.481
H -6.611 -4.506 -2.803
H -10.606 -7.383 -0.088
H -8.059 -13.701 -3.060
H -15.440 -8.997 1.464
H -3.781 -10.565 -3.782
H -9.006 -12.582 -5.362
H -15.100 -4.777 -3.656
H -13.812 -6.593 1.920
H -11.666 -5.811 2.428
H -10.430 -6.364 -5.083
H -5.207 -6.169 0.614
H -8.920 -7.388 -6.639
H -8.987 -11.256 2.718
H -8.580 -12.706 -7.066
H -4.158 -8.241 -0.309
H -5.630 -6.386 -1.071
H -11.293 -8.147 -1.548
H -10.399 -5.657 3.604
H -11.654 -5.402 -3.412
H -8.403 -5.467 -3.804
H -13.906 -10.973 -1.453
H -9.145 -11.762 1.032
H -14.537 -7.036 0.350
H -6.860 -10.957 0.575
H -6.419 -4.919 -5.796
H -7.299 -12.878 -5.894
H -10.028 -6.290 1.985
H -9.664 -14.255 -2.709
H -5.299 -10.760 -4.478
H -16.185 -11.568 -0.956
H -12.391 -7.213 -6.264
H -10.702 -7.893 -4.509
H -10.042 -12.169 -1.236
H -8.792 -10.302 -6.546
H -14.758 -9.669 -0.694
H -11.692 -8.160 5.030
H -13.859 -10.558 1.540
H -11.448 -4.185 -2.075
*
```

Gap between HOMO and LUMO (spin up / spin down) = 3.8 / 8.3 eV
<S²> = 6.003
Energy relative to the best compared isomer or geometry (same formula, charge and spin) = 0.1675 eV
E_tot = -2998.0206 hartree

Here are the Löwdin charges for atoms 1 to 2, given in e: V 0.665; O -0.067